80
Properties=species:S:1:pos:R:3:lowdin_charge:R:1 method="wB97M-V/def2-TZVPD" e_lumo_ev=2.9 total_energy_ha=-2002.9635 de_lowest_kcal_mol=308.5 total_charge=-1
Cl -0.91660 0.06650 0.75074 0.79
O -2.02209 -0.64750 1.21750 -0.22
O -1.35972 1.11790 -0.07804 -0.37
O 0.86629 -3.76154 -1.22073 -0.06
O -1.34639 2.94900 1.62013 -0.06
O -0.82299 0.23453 -2.60750 -0.18
O -0.22967 0.62698 1.89731 -0.33
O 2.00484 3.54959 1.91828 -0.05
O -0.12809 1.98979 -3.27651 -0.07
O -0.02617 -0.81687 0.03167 -0.30
O -0.66685 -1.70897 2.92144 -0.08
O 0.78326 -2.66891 0.62659 -0.05
C 0.95727 2.50194 0.26646 -0.10
C -1.60399 -1.51977 3.97066 -0.47
C -2.08050 -0.32301 -3.05786 -0.35
C -2.75966 0.68048 -3.99899 -0.02
C -2.99084 -2.00004 3.57890 -0.06
C -2.90731 -0.51944 -1.77681 -0.03
C 0.55135 3.77612 -1.86797 -0.06
C -1.81833 2.68356 -1.94022 -0.04
C -0.27852 2.50763 -1.98963 -0.45
C 2.21220 -1.21122 2.04521 -0.06
C 2.89171 -3.54480 1.18046 -0.01
C 3.08497 1.57289 1.33241 -0.05
C 2.11359 -2.18121 0.87439 -0.36
C 0.52486 -1.53236 -2.18680 -0.04
C 2.83886 -2.72229 -2.15600 -0.05
C -1.57560 -0.11473 4.51031 -0.07
C 1.30330 -2.87602 -2.18310 -0.45
C 1.77911 2.24183 1.52642 -0.47
H -0.73874 -0.13025 -1.72351 0.04
H 1.61923 3.57291 -1.78772 0.08
H -2.26873 1.69636 -1.83684 0.02
H 3.15390 -0.66631 1.97921 0.06
H 2.15880 -1.66833 3.03329 0.09
H -3.50122 -1.25911 2.96357 0.07
H 0.94603 -0.75921 -1.54418 0.10
H 2.91113 0.51732 1.12350 0.03
H -2.07506 0.84883 -4.83031 0.10
H -0.05556 1.71139 -1.27942 0.07
H 3.93687 -3.23879 1.22620 0.07
H -2.26287 3.27889 -2.73776 0.10
H -0.50146 -1.63322 -1.83381 0.08
H -3.71804 0.35405 -4.40277 0.08
H -1.88710 -1.30316 -3.49377 0.14
H 3.61278 2.02197 0.49107 0.09
H 3.29970 -3.70228 -2.03215 0.08
H -0.65319 0.46468 4.54949 0.08
H 1.19030 1.80166 2.33119 0.13
H -1.10262 2.02924 1.51592 -0.04
H 2.26773 4.11463 1.18806 0.09
H -2.04425 -0.05125 5.49237 0.08
H 0.20212 -1.90531 0.65437 -0.05
H -1.94569 3.23935 -1.01125 0.07
H 0.17940 3.24810 0.42857 0.07
H -1.64536 3.21794 0.75150 0.01
H 1.62417 2.87546 -0.51061 0.07
H 1.03655 -3.29922 -0.39679 -0.13
H 0.37491 1.64991 -0.08425 0.03
H -3.77826 -1.13283 -2.00769 0.10
H 2.60504 -3.99790 2.12946 0.08
H -3.59091 -2.12674 4.47999 0.07
H -0.56752 1.13629 -3.27024 -0.14
H 0.43929 -1.15509 -3.20583 0.11
H 1.00427 -3.36853 -3.10836 0.12
H 3.73730 1.64978 2.20227 0.09
H 0.33003 4.44128 -2.70264 0.09
H 3.24927 -2.14475 -1.32768 0.05
H 3.13312 -2.17258 -3.05007 0.08
H 1.42796 -0.45463 2.07041 0.05
H -1.29760 -2.05716 4.86813 0.13
H -2.31809 -1.00776 -1.00063 0.06
H -3.00063 1.57122 -3.41881 0.05
H -2.93654 -2.95218 3.05109 0.08
H 2.45181 -1.61065 0.00942 0.10
H 2.67793 -4.33017 0.45548 0.07
H -2.12983 0.56916 3.86748 0.07
H -0.87648 -1.03864 2.26699 -0.04
H 0.19242 4.34066 -1.00740 0.08
H -3.24458 0.46517 -1.45293 0.08



19
Properties=species:S:1:pos:R:3:nbo_charge:R:1 method="wB97M-V/def2-TZVPD" e_lumo_ev=0.5 total_energy_ha=-551.4595 de_lowest_kcal_mol=144.5
O -1.39397 -0.07243 -2.09043 -0.43
O 2.78818 -1.10724 3.54504 -0.50
O 0.99511 0.65465 -1.67659 -0.66
O -1.51019 -0.65111 0.21276 -0.53
N -0.87507 -0.14441 -0.73010 0.28
C 1.41062 -1.02161 1.56916 -0.50
C -2.59066 0.71731 -2.30608 -0.26
C 0.39304 0.12737 -0.60098 0.46
C 1.79708 -0.67193 2.98035 0.43
C 0.99181 0.30466 0.72537 -0.46
H 1.98456 0.86777 0.66919 0.24
H 0.51001 -1.64754 1.46251 0.26
H 1.04582 -0.07904 3.44993 0.11
H 2.35724 -1.46612 1.06384 0.23
H -2.44647 1.73660 -2.11472 0.18
H -3.41693 0.37402 -1.72335 0.20
H -2.80231 0.74157 -3.37909 0.21
H 0.42735 0.42141 -2.48906 0.52
H 0.33479 0.91606 1.43225 0.24



11
Properties=species:S:1:pos:R:3:nbo_charge:R:1 method="wB97M-V/def2-TZVPD" e_lumo_ev=0.9 smiles=FC[C@H](Cl)C(F)F total_energy_ha=-876.4466 de_lowest_kcal_mol=11.1
Cl -0.78781 -2.02469 -0.65323 -0.01
F 1.66208 0.97021 0.67816 -0.35
F 2.18993 -1.11680 0.31201 -0.34
F -1.59063 0.50739 0.96997 -0.35
C -1.13853 0.68529 -0.29645 0.02
C 1.18192 -0.28375 0.59504 0.57
C -0.15769 -0.36991 -0.66870 -0.26
H -0.82065 1.66160 -0.29885 0.19
H -1.97784 0.66555 -0.86434 0.18
H 0.47038 -0.18273 -1.48090 0.23
H 0.96885 -0.51216 1.70730 0.14



10
Properties=species:S:1:pos:R:3:nbo_charge:R:1 method="wB97M-V/def2-TZVPD" e_lumo_ev=0.7 smiles="C=COC(=O)O" total_energy_ha=-342.4165 de_lowest_kcal_mol=24.7
O -0.08168 -2.16342 -0.72231 -0.58
O 1.04595 -0.29390 -1.29519 -0.67
O -1.06452 -0.13363 -0.65490 -0.51
C 0.01941 0.70565 1.28863 -0.49
C -0.02525 -0.97465 -0.86552 0.98
C -0.84821 0.84249 0.29770 0.13
H 1.67304 -0.96691 -1.58636 0.50
H 0.59165 -0.21207 1.40765 0.21
H 0.19125 1.50500 1.99768 0.22
H -1.50163 1.69145 0.13263 0.20



15
Properties=species:S:1:pos:R:3:nbo_charge:R:1 method="wB97M-V/def2-TZVPD" e_lumo_ev=0.1 total_energy_ha=-3358.6185
Br -3.75205 0.33840 -0.13341 0.10
Cl 0.79408 -1.92249 -1.58196 -0.01
N 1.15733 -1.91695 2.11145 -0.26
C -0.58661 1.22110 0.13944 -0.26
C 1.58828 0.38283 -0.27266 -0.44
C -0.86697 -0.13600 -0.06987 -0.01
C 0.93716 -1.47536 1.07172 0.24
C -2.16617 -0.64332 -0.20449 -0.29
C 0.65931 1.50279 0.08185 -0.15
C 0.62599 -0.82822 -0.14162 -0.12
H 0.83472 2.62870 0.18727 0.23
H 2.43438 0.24086 0.41731 0.24
H -2.19812 -1.65147 -0.52453 0.22
H -1.37886 1.91979 0.26491 0.24
H 1.91751 0.33932 -1.34541 0.25